Model w:
ORCA calculation (the ωB97M-V functional and the def2-TZVPD basis) on a cluster of 2 separate species, C3H7OS in total.

Structure (ORCA input):
```
! RIJCOSX wB97M-V def2-TZVPD def2/J DEFGRID3
* xyz -1 1
C 2.98046 -0.86115 0.86300
S 1.51436 0.17587 1.11594
H 3.95397 -0.28530 0.84749
H 2.84899 -1.44148 -0.13545
H 2.99837 -1.71857 1.60667
C -3.03631 0.91678 -0.44216
C -1.77635 0.63725 -0.83002
O -1.06878 -0.41434 -0.38146
H -3.54215 1.81105 -0.85358
H -3.43630 0.09553 0.18299
H -1.30910 1.14509 -1.72578
H -0.12717 -0.06074 -0.24765
*
```

The HOMO-LUMO gap comes out at 0.2481 Eh. The calculation puts the LUMO energy at 0.150 hartree.

Model x:
ORCA calculation (the ωB97M-V functional and the def2-TZVPD basis) on a structure of composition C3H7OS.

Structure (ORCA input):
```
! RIJCOSX wB97M-V def2-TZVPD def2/J DEFGRID3
* xyz -1 1
C 0.55831 0.27986 -1.31606
C 1.21453 0.65070 0.00557
S 0.07590 0.80208 1.44435
H -0.36536 0.85862 -1.40415
H 0.26781 -0.76731 -1.31019
H 1.19620 0.50048 -2.18303
H 1.70716 1.61765 -0.08862
H 1.96939 -0.09132 0.25357
O -1.90381 -1.12866 -0.03479
C -1.53026 -0.85070 1.12417
H -0.98543 -1.60244 1.72993
H -2.20444 -0.26898 1.77926
*
```

The HOMO-LUMO gap comes out at 0.2611 Eh. The calculation puts the LUMO energy at 0.152 hartree.

Model y:
ORCA calculation (the ωB97M-V functional and the def2-TZVPD basis) on a cluster of 2 separate species, C3H7OS in total.

Structure (ORCA input):
```
! RIJCOSX wB97M-V def2-TZVPD def2/J DEFGRID3
* xyz -1 1
O 2.79033 -0.38925 1.95570
C 2.14237 0.19578 1.12790
H 2.53409 0.38319 0.11320
H 1.11012 0.54280 1.30545
C -1.24354 0.70118 -0.83143
C -0.78591 -0.78844 -0.54828
S -0.90874 -1.22526 1.24442
H -0.63392 1.35940 -1.46105
H -2.33090 0.62380 -1.05666
H -1.27652 1.11478 0.18560
H -1.55421 -1.39236 -1.08145
H 0.15683 -1.12561 -0.95341
*
```

The HOMO-LUMO gap comes out at 0.2363 Eh. The calculation puts the LUMO energy at 0.148 hartree.

Least stable: model y

Model w:
ORCA calculation (the ωB97M-V functional and the def2-TZVPD basis) on a cluster of 2 separate species, C3H7OS in total.

Structure (ORCA input):
```
! RIJCOSX wB97M-V def2-TZVPD def2/J DEFGRID3
* xyz -1 1
O -2.75864 -1.05679 -2.62473
C -2.30723 -1.11882 -1.50521
H -2.52138 -1.96322 -0.83667
H -1.57167 -0.40515 -1.10578
C 1.53104 0.74039 1.46530
C 0.75236 0.60236 0.15103
S 0.97535 -1.03199 -0.64791
H 1.37206 1.73038 1.88085
H 2.56113 0.41253 1.30811
H 1.15114 -0.03385 2.15646
H 1.12015 1.33263 -0.56684
H -0.30431 0.79153 0.32538
*
```

The HOMO-LUMO gap comes out at 0.2432 Eh. The calculation puts the LUMO energy at 0.150 hartree.

Model x:
ORCA calculation (the ωB97M-V functional and the def2-TZVPD basis) on a cluster of 2 separate species, C3H7OS in total.

Structure (ORCA input):
```
! RIJCOSX wB97M-V def2-TZVPD def2/J DEFGRID3
* xyz -1 1
C -1.11770 -1.32754 0.91067
S -1.13527 -1.52175 -0.92922
H -2.03204 -0.73552 1.31309
H -0.15767 -0.72436 0.95605
H -1.19561 -2.35261 1.58985
C 0.36514 1.78201 -0.34292
C 1.34135 0.93372 -0.62540
O 1.46280 -0.12244 -1.44134
H 0.26573 1.98784 0.77338
H -0.68541 1.82254 -0.84715
H 2.21350 0.92624 0.08833
H 0.67521 -0.66814 -1.44534
*
```

The HOMO-LUMO gap comes out at 0.2564 Eh. The calculation puts the LUMO energy at 0.156 hartree.

Least stable: model x

Model w:
ORCA calculation (the ωB97M-V functional and the def2-TZVPD basis) on a cluster of 2 separate species, CH6O in total.

Structure (ORCA input):
```
! RIJCOSX wB97M-V def2-TZVPD def2/J DEFGRID3
* xyz 0 1
C 0.40188 1.20785 0.74536
H -0.43864 0.68969 1.23016
H 1.22118 1.33475 1.46830
H 0.75595 0.61277 -0.10935
H 0.06922 2.19486 0.39159
O -0.84026 -1.85911 -0.91319
H -1.22498 -1.92326 -1.81659
H 0.05563 -2.25752 -0.99625
*
```

The HOMO-LUMO gap comes out at 0.4589 Eh. The calculation puts the LUMO energy at 0.033 hartree.

Model x:
ORCA calculation (the ωB97M-V functional and the def2-TZVPD basis) on a cluster of 2 separate species, CH6O in total.

Structure (ORCA input):
```
! RIJCOSX wB97M-V def2-TZVPD def2/J DEFGRID3
* xyz 0 1
C 0.00000 0.00000 0.00000
H 0.89186 -0.56963 -0.30018
H -0.88915 -0.64319 -0.07565
H 0.11654 0.34384 1.03836
H -0.11961 0.86992 -0.66252
O -1.84501 0.14170 -2.22250
H -1.80660 -0.75979 -2.61504
H -2.41279 0.04105 -1.42516
*
```

The HOMO-LUMO gap comes out at 0.4485 Eh. The calculation puts the LUMO energy at 0.033 hartree.

Least stable: model x

Model w:
ORCA calculation (the ωB97M-V functional and the def2-TZVPD basis) on a structure of composition CH4N3.

Structure (ORCA input):
```
! RIJCOSX wB97M-V def2-TZVPD def2/J DEFGRID3
* xyz 1 1
C -1.34175 0.46593 -0.27529
N -1.55627 -0.48296 0.50634
N -0.10752 -0.08395 -0.64832
N 1.01112 -0.22320 0.19157
H -1.97110 1.27652 -0.76019
H 1.11068 0.52963 0.80811
H 1.84958 -0.26014 -0.31737
H 1.00527 -1.22182 0.49515
*
```

The HOMO-LUMO gap (spin up / spin down) comes out at 0.3619 / 0.3618 Eh. The calculation puts the LUMO energy (spin up / spin down) at -0.226 / -0.226 hartree.

Model x:
ORCA calculation (the ωB97M-V functional and the def2-TZVPD basis) on the ion CH4N3 with charge +1.

Structure (ORCA input):
```
! RIJCOSX wB97M-V def2-TZVPD def2/J DEFGRID3
* xyz 1 1
N -2.27849 0.17812 -0.05529
N -1.29496 -0.30357 0.12329
C 0.02371 -0.51243 0.05510
N 0.78934 0.66748 0.01692
H 0.24213 -1.16212 -0.92074
H 0.38028 -1.05866 0.91309
H 0.79515 1.12067 -0.94842
H 1.34284 1.07050 0.81604
*
```

The HOMO-LUMO gap comes out at 0.3383 Eh. The calculation puts the LUMO energy at -0.237 hartree.

Least stable: model w